{"formula": "C36H43FN3NdP2Si2", "method": "wB97M-V/def2-TZVPD", "species": ["Nd", "C", "Si", "C", "C", "N", "P", "C", "P", "N", "Si", "C", "C", "C", "C", "C", "C", "C", "C", "C", "C", "C", "C", "C", "C", "C", "C", "C", "C", "C", "C", "C", "C", "C", "C", "C", "C", "C", "H", "H", "H", "H", "H", "H", "H", "H", "H", "H", "H", "H", "H", "H", "H", "H", "H", "H", "H", "H", "H", "H", "H", "H", "H", "H", "H", "H", "H", "H", "H", "H", "H", "H", "H", "H", "H", "H", "C", "C", "C", "N", "C", "C", "H", "H", "H", "H", "H", "F"], "coordinates": [[-0.973, 1.567, 0.609], [-0.370, 2.396, -3.823], [-1.907, 1.672, -3.021], [-2.968, 0.712, -4.218], [-2.961, 3.119, -2.510], [-1.511, 0.642, -1.624], [-1.059, -0.916, -1.375], [-0.288, -0.881, 0.125], [1.125, -0.863, 1.136], [1.136, 0.647, 1.657], [1.568, 1.305, 3.185], [3.328, 0.833, 3.651], [0.206, 1.055, 4.445], [1.771, 3.155, 2.980], [0.913, -2.075, 2.415], [1.962, -2.868, 2.852], [1.742, -3.906, 3.704], [0.391, -4.246, 4.041], [-0.652, -3.477, 3.588], [-0.398, -2.339, 2.847], [2.518, -1.349, 0.156], [3.467, -0.373, -0.055], [4.609, -0.728, -0.710], [4.931, -2.077, -1.022], [3.983, -3.067, -0.793], [2.790, -2.700, -0.151], [-0.045, -1.579, -2.672], [1.115, -0.868, -3.010], [1.992, -1.403, -3.947], [1.603, -2.559, -4.624], [0.379, -3.178, -4.366], [-0.546, -2.634, -3.470], [-2.485, -2.026, -1.111], [-3.780, -1.633, -1.312], [-4.822, -2.589, -1.337], [-4.629, -3.948, -0.995], [-3.324, -4.344, -0.675], [-2.325, -3.369, -0.665], [-0.637, 3.252, -4.402], [0.138, 1.709, -4.496], [0.382, 2.750, -3.056], [-3.983, 1.196, -4.312], [-3.215, -0.290, -3.881], [-2.575, 0.711, -5.254], [-2.876, 3.355, -1.470], [-4.023, 2.855, -2.638], [-2.786, 3.962, -3.153], [3.539, -0.236, 3.723], [3.648, 1.196, 4.637], [4.042, 1.155, 2.869], [-0.400, 1.972, 4.470], [0.679, 1.052, 5.409], [-0.481, 0.212, 4.355], [2.680, 3.276, 2.388], [1.983, 3.632, 3.945], [0.972, 3.677, 2.434], [3.006, -2.701, 2.573], [2.576, -4.492, 4.064], [0.276, -5.064, 4.734], [-1.703, -3.811, 3.744], [-1.198, -1.710, 2.501], [3.280, 0.663, 0.277], [5.333, -0.018, -1.128], [5.875, -2.280, -1.532], [4.069, -4.089, -1.163], [2.111, -3.480, 0.168], [1.228, 0.050, -2.452], [2.992, -1.007, -4.098], [2.304, -2.942, -5.337], [0.096, -4.032, -4.944], [-1.561, -3.011, -3.320], [-4.035, -0.553, -1.405], [-5.829, -2.231, -1.554], [-5.526, -4.535, -1.025], [-3.086, -5.390, -0.526], [-1.350, -3.632, -0.300], [-0.843, 6.772, 2.011], [-1.768, 5.845, 2.501], [-1.737, 4.507, 2.076], [-0.982, 4.209, 1.011], [-0.195, 5.116, 0.411], [-0.058, 6.415, 0.935], [-0.731, 7.812, 2.317], [-2.569, 6.147, 3.216], [-2.187, 3.684, 2.658], [0.388, 4.716, -0.431], [0.637, 7.117, 0.481], [-2.390, 1.381, 2.064]], "forces_ev_per_a": [[1.56, -2.42, -1.18], [0.85, -0.22, 1.05], [0.29, -1.74, 1.05], [-1.14, 0.68, -1.14], [-0.90, -0.72, -0.04], [-0.78, 1.15, -1.25], [0.95, 1.23, 3.67], [0.74, 0.39, 0.51], [-4.44, 0.52, -3.14], [0.57, 1.28, 0.93], [0.24, -0.12, -0.65], [0.51, -0.72, 0.32], [-0.12, 0.50, 0.02], [0.14, 0.25, -0.23], [-0.36, -0.24, 0.53], [0.98, 0.34, 0.03], [-2.01, -0.97, 0.72], [2.44, 0.01, 0.31], [-1.29, -0.28, 0.16], [0.81, -0.20, -0.50], [0.94, -1.26, 1.53], [-0.12, 0.85, -0.36], [2.19, -1.04, -1.33], [-0.69, 0.89, -0.38], [-0.68, 0.35, 0.18], [0.32, 0.57, -0.27], [-1.51, 0.12, -1.87], [-0.35, -0.90, 0.49], [-0.37, -0.07, 0.31], [-0.06, 0.23, 0.78], [-0.46, 0.55, -0.49], [1.74, 0.27, 0.63], [-0.10, -1.22, 0.12], [-1.66, 0.40, -0.53], [0.15, -0.03, 0.93], [0.46, 2.19, -0.87], [-0.41, 0.73, -0.24], [0.41, 0.18, -0.57], [-0.25, 0.75, -0.51], [0.10, -0.19, 0.07], [-0.72, -0.41, -0.68], [0.93, -0.23, 0.12], [0.38, -0.29, -0.07], [-0.07, -0.32, 0.49], [0.28, 0.63, 0.72], [0.31, -0.04, 0.01], [0.21, 0.64, -0.07], [-0.39, -0.26, -0.07], [-0.03, 0.36, -0.26], [-0.40, 0.28, 0.37], [-0.04, -0.15, -0.21], [0.17, -0.29, 0.77], [0.29, -0.06, -0.10], [0.05, 0.10, -0.12], [-0.30, 0.05, -0.15], [0.14, -0.07, 0.45], [-0.44, 0.29, -0.23], [-0.08, -0.11, 0.12], [-0.41, -0.26, -0.16], [0.90, 0.49, 0.19], [-0.21, 0.09, -0.25], [0.05, -0.61, -0.34], [-0.29, 0.12, 0.75], [-0.34, -0.03, 0.15], [0.37, 0.20, 0.37], [-0.28, 0.10, -0.26], [0.71, 0.09, 0.01], [-0.27, 0.27, -0.18], [0.08, -0.50, -0.33], [-0.08, -0.44, -0.34], [0.55, -0.13, -0.05], [0.29, -0.89, -0.43], [0.16, -0.14, 0.09], [0.08, -0.78, 0.06], [0.06, 0.12, 0.46], [0.48, -0.25, -0.17], [-0.54, -0.02, -0.63], [-0.89, 0.19, 1.07], [0.77, 1.40, 0.03], [0.23, -0.68, -0.14], [-0.11, 0.23, 0.70], [0.39, -1.17, -0.90], [-0.51, -0.37, 0.45], [1.09, -0.27, -0.31], [-0.21, 0.48, -0.75], [-0.28, 0.56, 0.27], [-0.10, -0.18, 0.12], [-0.71, 0.15, 0.63]], "charge": 0, "de_lowest_kcal_mol": 13.3, "s2": 3.753, "homo_lumo_gap_ev": [5.85, 5.89], "multiplicity": 4, "homo_ha": [-0.220, -0.221], "e_lumo_ha": [-0.005, -0.005]}